156
Properties=species:S:1:pos:R:3 method="wB97M-V/def2-TZVPD" e_tot_ha=-4761.4566 charge=0 homo_lumo_gap_ev=6.43 largest_force_ev_per_a=4.4
C 0.52 2.03 -0.55
O -0.16 1.28 -1.59
O 1.42 2.77 -1.18
C -0.58 2.82 0.21
F -1.50 3.33 -0.61
F -1.26 2.05 1.11
F -0.07 3.84 0.95
C -1.06 0.28 -1.21
C -0.49 -0.99 -0.57
H -0.71 -1.93 -1.07
H 0.55 -0.90 -0.28
H -0.96 -1.06 0.43
H -1.50 -0.08 -2.15
H -1.97 0.62 -0.71
H 1.00 1.31 0.15
C -7.48 -2.75 5.61
C -6.93 -2.03 4.36
C -6.06 -0.81 4.66
C -5.77 -0.05 3.35
P -4.64 1.37 3.52
C -5.44 2.68 4.57
C -5.33 4.15 4.11
C -6.33 5.00 4.90
C -6.17 6.51 4.73
C -2.95 0.93 4.13
C -1.98 2.08 3.92
C -0.53 1.60 4.11
C 0.54 2.66 3.76
C -4.40 2.08 1.89
C -3.88 1.06 0.86
C -4.90 0.53 -0.18
C -5.23 1.63 -1.17
H -8.00 -3.64 5.27
H -8.18 -2.14 6.19
H -6.66 -2.92 6.32
H -7.84 -1.73 3.84
H -6.43 -2.75 3.71
H -5.08 -1.20 4.97
H -6.54 -0.16 5.38
H -6.70 0.30 2.89
H -5.28 -0.62 2.55
H -4.81 2.48 5.45
H -6.44 2.36 4.89
H -5.41 4.14 3.02
H -4.32 4.50 4.33
H -6.29 4.76 5.97
H -7.36 4.75 4.60
H -6.95 7.05 5.28
H -6.13 6.89 3.71
H -5.29 6.79 5.32
H -2.63 0.06 3.55
H -2.94 0.73 5.20
H -2.13 2.94 4.58
H -1.98 2.53 2.92
H -0.34 0.74 3.46
H -0.31 1.12 5.07
H 0.58 3.50 4.46
H 0.51 3.03 2.74
H 1.47 2.11 3.94
H -3.67 2.88 1.92
H -5.32 2.47 1.45
H -3.30 0.21 1.24
H -3.11 1.55 0.26
H -5.82 0.14 0.27
H -4.46 -0.30 -0.73
H -4.32 2.05 -1.59
H -5.64 2.52 -0.67
H -5.96 1.27 -1.88
C 2.48 -2.29 1.49
C 1.55 -3.50 1.14
C 2.11 -4.90 1.12
C 3.35 -5.17 0.27
P 3.15 -4.93 -1.56
C 1.91 -5.81 -2.52
C 0.44 -5.51 -2.23
C -0.45 -5.83 -3.42
C -0.21 -4.90 -4.65
C 2.94 -3.19 -1.97
C 4.22 -2.32 -1.87
C 3.66 -0.95 -2.18
C 4.63 0.22 -2.12
C 4.76 -5.31 -2.25
C 5.04 -6.84 -2.29
C 6.41 -7.22 -2.81
C 7.53 -6.80 -1.88
H 1.92 -1.38 1.70
H 3.21 -2.08 0.71
H 2.99 -2.60 2.41
H 1.02 -3.22 0.23
H 0.80 -3.43 1.93
H 1.35 -5.62 0.84
H 2.42 -5.14 2.14
H 3.69 -6.18 0.48
H 4.18 -4.56 0.64
H 2.18 -6.87 -2.52
H 2.19 -5.37 -3.49
H 0.28 -4.44 -2.03
H 0.23 -6.09 -1.33
H -1.52 -5.82 -3.18
H -0.30 -6.83 -3.84
H -0.36 -3.89 -4.27
H -1.01 -5.16 -5.35
H 0.71 -4.89 -5.23
H 2.11 -2.75 -1.42
H 2.56 -3.22 -3.00
H 5.06 -2.54 -2.51
H 4.54 -2.38 -0.82
H 2.76 -0.71 -1.62
H 3.24 -1.14 -3.17
H 5.31 0.08 -2.97
H 5.24 0.24 -1.21
H 4.09 1.13 -2.35
H 5.56 -4.71 -1.84
H 4.72 -4.92 -3.28
H 4.32 -7.26 -2.99
H 4.80 -7.43 -1.41
H 6.58 -6.87 -3.83
H 6.51 -8.30 -2.96
H 8.54 -7.06 -2.22
H 7.47 -7.26 -0.90
H 7.66 -5.71 -1.82
C 4.08 7.49 -1.49
N 4.49 6.39 -0.56
C 5.61 5.54 -1.15
C 5.05 7.09 0.63
C 3.27 5.55 -0.20
C 3.50 4.40 0.73
O 4.13 3.36 -0.01
H 4.83 8.26 -1.64
H 3.21 7.99 -1.04
H 3.79 7.05 -2.44
H 5.07 4.93 -1.88
H 5.91 4.89 -0.33
H 6.47 6.09 -1.51
H 5.30 6.47 1.49
H 4.33 7.81 1.00
H 6.05 7.47 0.42
H 2.86 5.25 -1.17
H 2.55 6.28 0.19
H 2.51 4.02 0.99
H 4.17 4.55 1.58
H 3.41 2.95 -0.52
P 1.13 -1.31 -5.58
F 0.19 -2.36 -6.34
F 2.04 -2.53 -5.03
F 2.16 -1.20 -6.86
F 2.03 -0.17 -4.85
F 0.20 -0.11 -6.20
F 0.16 -1.28 -4.28
P -2.83 2.03 -5.11
F -1.71 1.77 -6.28
F -1.94 3.31 -4.61
F -3.67 3.08 -6.02
F -3.82 2.40 -3.85
F -3.71 0.80 -5.59
F -2.01 0.96 -4.18